{"formula": "C21H36N3O4", "method": "ωB97M-V with the def2-TZVPD basis set", "elements": ["O", "O", "O", "O", "N", "N", "N", "C", "C", "C", "C", "C", "C", "C", "C", "C", "C", "C", "C", "C", "C", "C", "C", "C", "C", "C", "C", "C", "H", "H", "H", "H", "H", "H", "H", "H", "H", "H", "H", "H", "H", "H", "H", "H", "H", "H", "H", "H", "H", "H", "H", "H", "H", "H", "H", "H", "H", "H", "H", "H", "H", "H", "H", "H"], "coordinates": [[1.767788, -2.311781, 2.854349], [-1.217355, 3.027765, 1.033942], [-1.535535, 0.382152, 0.363493], [1.133185, 3.067031, 2.122946], [2.064226, -1.359635, 0.158045], [-3.779976, 0.627118, 0.146389], [3.155206, -0.130434, -1.869660], [-3.439744, -1.227847, -1.407683], [-3.752614, -1.642635, 1.055792], [2.190067, 2.317443, 0.064371], [2.051315, 1.973144, -1.278888], [-2.494266, 2.587034, 0.658236], [-0.177018, 2.758107, 0.203207], [-0.282388, 2.526675, -1.157548], [1.327127, -0.594995, 1.190498], [1.163586, -2.058677, -0.792667], [2.395358, -3.110673, 1.886338], [-4.152685, -0.767063, -0.133890], [3.205227, 1.342508, -2.005105], [3.056695, -2.234863, 0.818167], [0.825023, 2.141175, -1.896059], [0.761971, -1.516274, 2.273014], [1.100353, 2.732138, 0.810917], [2.382075, 3.222688, 2.753388], [2.174559, -0.807736, -2.738331], [-2.540993, 1.073768, 0.379489], [0.886266, -1.143063, -1.980023], [-5.665354, -0.799616, -0.331668], [4.083011, -0.488832, -2.074904], [0.201362, -1.645567, -2.662578], [0.340274, -0.910633, 3.075205], [0.510485, -0.037216, 0.731178], [2.904011, 2.265783, 2.867585], [3.557735, -2.851570, 0.071338], [1.653143, -2.973437, -1.134053], [-3.735055, -0.608451, -2.251137], [-3.134100, 2.819296, 1.513900], [-5.959077, -0.166772, -1.166295], [3.795984, -1.593743, 1.304483], [0.404615, -0.229648, -1.630751], [3.194943, 1.628501, -3.063200], [-6.178291, -0.461166, 0.565848], [-2.874655, 3.129576, -0.219488], [2.617393, -1.736818, -3.106980], [-4.007707, -2.679568, 0.858466], [2.163740, 3.625117, 3.740582], [-3.699335, -2.259298, -1.626408], [2.619657, -0.674843, -0.539053], [-4.273640, -1.321036, 1.954053], [3.152022, -3.696414, 2.410158], [-4.543565, 1.282872, 0.205071], [-5.989057, -1.814192, -0.544458], [2.027957, 0.101913, 1.650414], [3.164679, 2.246093, 0.522169], [4.147753, 1.676130, -1.567067], [1.935494, -0.189901, -3.609347], [-2.363901, -1.152112, -1.278461], [1.671233, -3.797600, 1.423272], [0.228381, -2.327776, -0.301391], [-2.683157, -1.566248, 1.230448], [-0.034823, -2.153818, 1.864741], [3.022279, 3.924257, 2.210775], [-1.236545, 2.610132, -1.652142], [0.714644, 1.953563, -2.953047]], "atomic_forces_ev_per_a": [[0.07, 0.00, 0.15], [0.12, -0.03, 0.01], [0.03, -0.23, 0.18], [-0.36, -0.12, -0.27], [0.32, 0.25, -0.13], [-0.41, 0.00, -0.06], [0.63, 0.06, -0.31], [-0.07, 0.06, 0.15], [-0.02, 0.13, -0.13], [-0.08, 0.11, 0.05], [-0.03, 0.16, -0.17], [0.05, 0.00, -0.07], [0.44, 0.04, -0.04], [-0.05, 0.17, 0.25], [-0.46, 0.10, 0.62], [-0.51, -0.18, -0.42], [0.19, 0.04, -0.22], [0.15, -0.32, -0.05], [-0.12, 0.20, 0.04], [0.17, -0.46, 0.45], [0.21, 0.11, 0.08], [-0.06, 0.21, -0.24], [-0.30, 0.07, -0.02], [0.28, 0.03, 0.15], [-0.40, -0.04, -0.14], [-0.09, 0.43, 0.08], [0.25, -0.07, 0.05], [0.25, 0.06, 0.03], [-0.08, 0.01, -0.03], [-0.07, -0.02, 0.03], [-0.05, 0.02, -0.14], [0.14, 0.01, -0.06], [-0.01, 0.03, -0.03], [-0.03, 0.07, -0.06], [0.01, 0.00, 0.11], [-0.04, 0.05, -0.12], [0.00, -0.03, -0.16], [-0.06, 0.07, -0.11], [-0.05, 0.02, -0.09], [-0.09, -0.08, -0.01], [0.04, -0.05, 0.05], [-0.09, 0.03, 0.11], [0.02, -0.06, 0.12], [0.03, 0.06, -0.01], [-0.05, -0.14, -0.02], [0.07, -0.04, -0.06], [-0.05, -0.14, -0.04], [-0.13, -0.32, 0.61], [-0.07, 0.01, 0.11], [-0.03, -0.01, -0.17], [0.08, 0.08, 0.03], [-0.03, -0.09, -0.02], [0.02, -0.03, -0.08], [0.12, 0.00, 0.13], [-0.02, -0.02, -0.07], [0.08, -0.02, 0.00], [0.09, -0.03, -0.02], [0.05, 0.00, 0.04], [0.10, -0.06, 0.06], [0.08, -0.05, 0.03], [0.00, 0.03, 0.05], [-0.03, -0.03, 0.00], [-0.16, 0.00, -0.02], [0.00, -0.06, -0.15]], "mulliken_charge": [-0.45, -0.46, -0.48, -0.47, 0.60, -0.16, -0.37, -1.34, -1.31, -0.42, 0.81, -1.12, 0.41, -0.17, 0.36, -0.77, -0.54, 1.51, -1.74, -0.56, -1.09, -0.69, 0.58, -0.88, -1.18, 0.61, 0.39, -1.94, 0.31, 0.63, 0.45, -0.46, 0.27, 0.46, 0.55, 0.37, 0.53, 0.46, 0.35, -0.47, 0.46, 0.48, 0.42, 0.49, 0.46, 0.27, 0.46, 0.08, 0.38, 0.40, 0.33, 0.42, 0.32, 0.49, 0.49, 0.33, 0.01, 0.33, 0.22, 0.02, 0.29, 0.38, 0.46, 0.42], "molar_mass_g_mol": 394.54, "e_above_lowest_ev": 0.000, "charge": 1}



{"formula": "C14H34N6O28S4", "method": "ωB97M-V with the def2-TZVPD basis set", "elements": ["S", "S", "S", "S", "O", "O", "O", "O", "O", "O", "O", "O", "O", "O", "O", "O", "O", "O", "O", "O", "O", "O", "O", "O", "O", "O", "O", "O", "O", "O", "O", "O", "N", "N", "N", "N", "N", "N", "C", "C", "C", "C", "C", "C", "C", "C", "C", "C", "C", "C", "C", "C", "H", "H", "H", "H", "H", "H", "H", "H", "H", "H", "H", "H", "H", "H", "H", "H", "H", "H", "H", "H", "H", "H", "H", "H", "H", "H", "H", "H", "H", "H", "H", "H", "H", "H"], "coordinates": [[-3.578291, 0.110461, -5.910876], [-1.208246, -1.168947, -0.330725], [-1.115692, -3.903822, 5.490223], [2.595670, 1.693227, -4.051939], [2.267877, -2.436462, -1.467234], [-2.849305, 4.433062, -1.254400], [2.796157, 2.592096, -2.719820], [0.460334, -3.555493, 5.282687], [-0.496321, -2.331244, 0.159158], [-0.871885, 0.974899, 3.627748], [-3.554581, -3.713227, 0.694448], [3.396889, 2.531519, 1.709868], [1.440157, -2.283480, -3.432192], [-4.293700, -1.012521, -5.382630], [-3.749887, -3.694100, -1.439317], [0.916196, 5.866468, 2.638089], [-4.061693, 1.446337, -5.149963], [2.621830, 0.318837, -3.245680], [1.323987, 1.929876, -4.645183], [3.782701, 1.820764, -4.862927], [-0.273988, -0.287455, -1.348963], [0.416521, 3.941835, 1.875769], [-1.495413, -3.825694, 3.904246], [-1.898462, 2.523012, -1.275981], [-2.479483, -1.327017, -0.957021], [3.494151, 0.423730, 1.370116], [-1.277696, -5.255080, 5.920449], [-3.523983, 0.360481, -7.314330], [-1.771445, -2.876650, 6.241147], [-2.067905, 0.152777, -5.294586], [-0.715952, 0.789985, 5.766838], [-1.266265, -0.050520, 0.801451], [-1.301590, 0.618238, 4.717039], [1.913352, -2.932677, -2.536664], [-3.253882, -4.085791, -0.412302], [-1.852584, 3.735624, -1.201611], [0.105805, 4.998924, 2.387939], [3.933168, 1.458859, 1.827996], [2.031888, -4.401927, -2.644961], [-0.052047, 0.707770, 0.822946], [3.738133, 1.916194, -1.860763], [-1.305592, 5.225615, 2.759697], [-2.501012, -0.281671, 4.693707], [0.886710, -3.794177, 3.941881], [-2.113419, -5.018782, -0.596064], [-0.339895, -3.543068, 3.099444], [5.169299, 1.397578, 2.649822], [-1.952997, 1.128506, -4.250163], [-0.545594, 4.464210, -1.305441], [0.637677, 0.468277, -0.560818], [3.579331, 0.401047, -2.186131], [-3.390082, 1.500087, -3.899173], [-1.369471, -4.537487, -1.221705], [5.903153, 2.021353, 2.144145], [-3.769545, 0.782963, -3.167524], [5.545998, 0.384187, 2.704966], [1.192971, -4.848235, -2.117811], [-2.241270, -1.111260, 4.044719], [-1.476877, 2.008821, -4.689329], [-0.308094, 1.734436, 1.063481], [-0.643551, 5.204179, -2.092002], [3.263489, -0.201004, -1.343100], [-1.311785, 5.826261, 3.661210], [-3.494623, 2.522610, -3.548106], [-2.745955, -0.547134, 5.711331], [4.880281, 1.810954, 3.611128], [2.026363, -4.605207, -3.711209], [-1.657414, -5.205830, 0.370924], [1.438208, -0.226028, -0.296728], [-1.377346, 0.745797, -3.413169], [1.673218, -3.093752, 3.676364], [1.060906, 1.354590, -1.018813], [-1.663244, 5.867214, 1.950502], [0.577793, 0.324540, 1.623249], [0.283540, 3.790695, -1.478275], [1.226641, -4.829948, 3.889763], [4.709279, 2.279802, -2.188237], [-1.755141, 4.240398, 2.773727], [-2.529295, -5.903859, -1.066912], [-0.459498, -2.495145, 2.806401], [-3.260413, 0.307802, 4.182866], [3.498312, 2.133545, -0.825370], [2.936500, -4.698082, -2.125869], [4.491331, -0.036078, -2.594382], [-0.556018, 4.957044, -0.335597], [-0.437391, -4.108634, 2.174513]], "atomic_forces_ev_per_a": [[0.46, 0.26, 0.54], [0.15, 0.67, -0.82], [-0.03, -0.43, -0.63], [1.14, 0.29, -0.36], [0.14, -0.42, -0.25], [0.25, 0.22, 0.68], [-0.71, -0.09, -0.28], [-0.91, 0.43, 0.69], [-0.40, 1.06, -0.46], [-0.40, 0.35, 0.34], [-0.08, -0.17, 0.73], [0.06, 0.47, -0.17], [-0.08, -0.54, -0.50], [0.58, 0.58, -0.41], [-0.56, -0.22, -0.29], [-0.34, 0.37, 0.01], [-0.31, -0.67, -0.74], [-0.73, 0.27, -0.39], [0.43, -0.19, 0.80], [-0.99, -0.26, 0.90], [-0.87, -0.42, 0.41], [-0.51, -0.26, -0.33], [0.21, -0.25, 1.46], [0.68, -0.05, 0.60], [0.94, 0.15, 0.59], [0.06, -0.44, -0.33], [0.30, 0.51, -0.26], [-0.08, -0.15, 0.75], [0.76, -0.32, -0.77], [-0.87, -0.57, -0.43], [-0.53, 0.30, -0.15], [-0.41, -0.75, -0.43], [1.14, -1.13, -0.16], [-0.14, 1.07, 1.35], [0.59, 0.60, -0.77], [-0.75, -0.25, -2.27], [1.38, -0.15, 0.53], [-0.23, -0.35, 0.35], [0.10, 0.02, -0.33], [0.36, 0.35, -0.09], [0.09, -0.36, -0.86], [0.29, 0.39, -0.71], [-0.04, 1.00, -0.34], [-0.24, -0.58, -0.08], [0.22, -0.18, 0.49], [-0.98, 0.92, -0.74], [0.20, 0.21, -0.19], [-0.18, 0.93, -0.32], [-0.63, 0.07, 0.86], [0.59, -1.22, 1.93], [0.79, 0.07, -0.36], [0.56, -0.08, 0.66], [-0.26, 0.12, -0.23], [-0.07, 0.18, 0.18], [-0.43, 0.10, -0.17], [-0.29, -0.11, 0.04], [-0.18, 0.12, -0.16], [0.02, -0.16, 0.21], [0.29, -0.16, 0.09], [-0.13, 0.00, -0.22], [-0.13, -0.07, -0.04], [-0.36, 0.04, -0.11], [-0.11, -0.33, 0.22], [0.04, -0.09, 0.17], [-0.04, -0.15, -0.04], [0.25, 0.00, 0.06], [0.00, -0.36, 0.13], [-0.24, -0.23, 0.05], [0.34, 0.26, -0.43], [-0.04, -0.20, -0.08], [0.11, -0.06, 0.23], [-0.59, 0.03, -0.49], [-0.39, -0.26, 0.06], [0.05, 0.05, -0.03], [-0.07, -0.15, 0.21], [0.11, 0.08, -0.17], [0.23, -0.08, 0.51], [-0.36, 0.21, 0.22], [0.18, -0.09, 0.02], [0.42, -0.02, 0.05], [-0.20, -0.15, 0.17], [-0.02, 0.26, -0.05], [0.12, 0.03, -0.19], [0.21, 0.21, 0.26], [0.81, 0.18, -0.12], [0.25, -0.23, 0.21]], "mulliken_charge": [1.04, 1.23, 1.06, 1.04, -0.46, -0.56, -0.34, -0.36, -0.45, -0.54, -0.55, -0.50, -0.50, -0.52, -0.56, -0.55, -0.39, -0.04, -0.46, -0.62, -0.19, -0.42, -0.27, -0.43, -0.61, -0.46, -0.56, -0.56, -0.51, -0.27, -0.53, -0.41, 0.92, 0.96, 1.07, 0.92, 0.84, 0.91, -0.78, -0.03, 0.00, -0.76, -0.61, -0.25, -0.71, 0.67, -0.92, 0.54, -0.48, 0.47, -0.29, -0.14, 0.25, 0.34, 0.35, 0.31, 0.19, 0.10, 0.18, -0.13, 0.35, 0.13, 0.32, 0.24, 0.34, 0.33, 0.31, 0.14, 0.14, -0.44, 0.31, -0.48, 0.31, 0.41, 0.11, 0.32, 0.37, 0.24, 0.35, -0.30, 0.27, -0.13, 0.32, 0.47, 0.06, -0.15], "molar_mass_g_mol": 862.71}



In eV, the HOMO-LUMO gap values for the records above are, in order, 8.62, 9.81.